A 2-piece molecular cluster, C23H33O2Si overall. Source: the OMol25 dataset; level of theory: ωB97M-V with the def2-TZVPD basis set.

* F_max: 0.045 Eh/bohr
* charge: +1
* HOMO: -10.32 eV
* frontier orbital gap: 0.1816 Ha

Element x y z (Å)
C -0.49 -5.04 -1.57
C -0.07 -3.60 -1.28
C -0.28 -3.22 0.15
C 0.59 -2.52 0.94
C 0.73 -2.76 2.39
O -1.48 -3.62 0.67
Si -2.84 -2.48 0.91
C -4.39 -3.21 0.16
C -2.93 -2.21 2.75
C -2.42 -0.95 -0.09
H -0.54 -5.22 -2.65
H 0.26 -5.73 -1.15
H -1.46 -5.29 -1.13
H 1.00 -3.47 -1.51
H -0.64 -2.92 -1.93
H 1.28 -1.84 0.46
H 1.79 -2.68 2.68
H 0.20 -2.01 2.97
H 0.34 -3.75 2.68
H -5.21 -2.48 0.24
H -4.24 -3.43 -0.90
H -4.70 -4.13 0.67
H -3.57 -1.35 2.97
H -3.37 -3.09 3.25
H -1.95 -2.03 3.20
H -3.09 -0.12 0.21
H -1.38 -0.62 0.05
H -2.57 -1.13 -1.17
C 6.83 1.38 4.50
O 5.52 1.19 5.09
C 4.51 0.83 4.26
C 3.24 0.60 4.86
C 2.15 0.36 4.05
C 2.24 0.43 2.63
C 1.03 0.45 1.86
C 0.76 1.38 0.82
C -0.60 1.65 0.47
C -0.93 2.39 -0.66
C 0.09 2.97 -1.44
C -0.23 3.66 -2.73
C 1.41 2.86 -1.01
C 1.76 2.11 0.10
C 3.53 0.51 2.06
C 4.65 0.70 2.85
H 7.50 1.51 5.36
H 7.13 0.51 3.91
H 6.85 2.29 3.88
H 3.16 0.64 5.94
H 1.18 0.14 4.50
H 0.16 0.01 2.35
H -1.38 1.26 1.12
H -1.98 2.52 -0.95
H 0.70 3.96 -3.22
H -0.77 2.99 -3.41
H -0.84 4.56 -2.58
H 2.20 3.38 -1.57
H 2.79 2.09 0.42
H 3.66 0.42 0.98
H 5.64 0.78 2.39